(1)
Below is 2 unconnected molecules or ions with the total composition C3H7BO2 at a distorted geometry, with properties calculated with wB97M-V/def2-TZVPD.

As for the total energy: -7995.36436 eV. For the energy above the lowest of the compared OMol25 structures with the same formula, charge and spin, the calculation gives 51.5 kcal/mol. The spin multiplicity is 1. The HOMO energy comes out at -10.52 eV. Its gap between HOMO and LUMO is 11.37 eV.

Each line ends with the Mulliken charge.
Element x y z (Å)
B1 0.78 0.61 -1.73  0.287
C1 -1.29 2.84 0.80  0.126
C2 0.24 -1.17 1.45  -0.959
C3 -0.20 -0.84 -0.01  -0.289
O1 -2.10 2.88 0.01  -0.133
O2 0.46 0.34 -0.49  -0.347
H1 1.43 1.67 -1.94  -0.096
H2 0.79 -0.22 -2.64  -0.104
H3 1.35 -0.95 1.47  0.269
H4 -0.35 -0.53 2.17  0.240
H5 0.09 -2.21 1.60  0.365
H6 -1.33 -0.75 -0.12  0.253
H7 0.14 -1.67 -0.57  0.388


(2)
Below is 10 unconnected molecules or ions with the total composition C60H50N10O20 at a distorted geometry, with properties calculated with wB97M-V/def2-TZVPD.

As for the total energy: -118850.98367 eV. For the energy above the lowest of the compared OMol25 structures with the same formula, charge and spin, the calculation gives 105.9 kcal/mol. The spin multiplicity is 1. Its structure (SMILES) is O=[N+]([O-])c1ccccc1.O=[N+]([O-])c1ccccc1.O=[N+]([O-])c1ccccc1.O=[N+]([O-])c1ccccc1.O=[N+]([O-])c1ccccc1.O=[N+]([O-])c1ccccc1.O=[N+]([O-])c1ccccc1.O=[N+]([O-])c1ccccc1.O=[N+]([O-])c1ccccc1.O=[N+]([O-])c1ccccc1. The HOMO energy comes out at -9.53 eV. Its gap between HOMO and LUMO is 8.11 eV.

Each line ends with the Mulliken charge.
Element x y z (Å)
C1 -5.52 -1.83 -3.12  -0.401
C2 -4.79 -2.81 -3.81  -0.196
C3 -5.27 -4.10 -4.02  -0.622
C4 -6.41 -4.52 -3.34  0.502
C5 -7.09 -3.60 -2.53  -0.653
C6 -6.63 -2.27 -2.44  -0.369
N1 -6.83 -5.88 -3.55  0.799
O1 -7.33 -6.53 -2.62  -0.526
O2 -6.68 -6.45 -4.67  -0.529
H1 -5.21 -0.80 -3.14  0.448
H2 -3.89 -2.40 -4.26  0.333
H3 -4.72 -4.84 -4.60  0.416
H4 -8.04 -3.85 -2.08  0.400
H5 -7.18 -1.58 -1.83  0.385
C7 -5.83 1.26 1.48  -0.727
C8 -5.40 0.19 0.73  -0.384
C9 -4.52 -0.74 1.24  -0.074
C10 -4.06 -0.59 2.54  0.040
C11 -4.52 0.42 3.41  -0.933
C12 -5.37 1.40 2.80  -0.304
N2 -3.05 -1.49 3.09  1.021
O3 -2.50 -2.35 2.28  -0.587
O4 -2.69 -1.40 4.27  -0.590
H6 -6.44 2.01 1.00  0.441
H7 -5.74 0.17 -0.30  0.427
H8 -4.07 -1.42 0.54  0.510
H9 -4.15 0.48 4.42  0.690
H10 -5.67 2.25 3.40  0.493
C13 1.30 -0.87 0.82  -0.618
C14 1.53 -1.49 -0.42  -1.058
C15 0.50 -1.39 -1.35  -0.327
C16 -0.70 -0.75 -1.09  -0.823
C17 -0.88 -0.17 0.23  0.436
C18 0.17 -0.19 1.11  -0.400
N3 -1.77 -0.77 -2.05  1.107
O5 -1.53 -1.08 -3.20  -0.659
O6 -2.92 -0.57 -1.69  -0.441
H11 2.05 -0.95 1.59  0.630
H12 2.54 -1.83 -0.59  0.373
H13 0.68 -1.79 -2.34  0.519
H14 -1.78 0.34 0.54  1.190
H15 0.03 0.11 2.14  0.074
C19 -1.83 1.18 5.86  -0.572
C20 -2.76 1.93 6.56  -0.551
C21 -3.35 3.10 5.97  -0.486
C22 -3.00 3.49 4.63  -0.442
C23 -2.10 2.72 3.93  0.502
C24 -1.44 1.65 4.53  -0.497
N4 -3.48 4.77 4.01  1.096
O7 -4.36 5.33 4.58  -0.628
O8 -2.91 5.20 3.02  -0.577
H16 -1.49 0.26 6.30  0.391
H17 -3.10 1.61 7.54  0.392
H18 -4.04 3.69 6.56  0.476
H19 -1.82 3.04 2.93  0.427
H20 -0.57 1.18 4.08  0.432
C25 9.42 -2.99 0.50  -0.269
C26 8.42 -3.91 0.74  -0.806
C27 7.13 -3.34 0.96  0.002
C28 6.88 -2.02 0.76  -0.337
C29 7.95 -1.17 0.53  -0.074
C30 9.17 -1.64 0.39  -0.709
N5 5.50 -1.50 0.86  1.271
O9 4.54 -2.27 0.72  -0.530
O10 5.39 -0.32 1.10  -0.611
H21 10.42 -3.33 0.25  0.361
H22 8.59 -4.97 0.70  0.445
H23 6.29 -4.01 0.93  0.405
H24 7.74 -0.13 0.30  0.493
H25 10.03 -1.04 0.11  0.383
C31 4.63 2.82 4.35  -0.484
C32 3.73 1.92 3.75  -0.540
C33 2.77 2.36 2.86  0.519
C34 2.70 3.75 2.54  -0.712
C35 3.61 4.60 3.18  -0.222
C36 4.59 4.16 4.04  -0.715
N6 1.78 4.23 1.50  1.054
O11 1.14 3.38 0.87  -0.543
O12 1.91 5.40 1.17  -0.576
H26 5.39 2.42 5.01  0.379
H27 3.74 0.87 4.02  0.491
H28 2.13 1.69 2.32  0.424
H29 3.58 5.65 2.93  0.466
H30 5.33 4.80 4.51  0.400
C37 6.73 -1.43 -2.85  -0.048
C38 7.50 -1.13 -4.00  -0.682
C39 6.80 -1.04 -5.22  -0.300
C40 5.39 -0.98 -5.30  -0.136
C41 4.69 -1.09 -4.07  -0.298
C42 5.35 -1.29 -2.86  -0.054
N7 4.69 -0.79 -6.61  0.918
O13 3.48 -0.75 -6.73  -0.562
O14 5.40 -0.60 -7.62  -0.572
H31 7.17 -1.65 -1.89  0.204
H32 8.58 -1.20 -3.97  0.383
H33 7.29 -0.72 -6.12  0.424
H34 3.64 -0.85 -3.97  0.485
H35 4.86 -1.32 -1.90  0.250
C43 5.33 -4.85 5.26  -0.580
C44 5.40 -3.56 5.80  -0.417
C45 4.40 -2.59 5.60  -0.444
C46 3.34 -2.93 4.72  -0.067
C47 3.33 -4.18 4.12  -0.094
C48 4.29 -5.13 4.42  -0.513
N8 2.25 -2.00 4.37  1.203
O15 1.39 -2.35 3.57  -0.589
O16 2.12 -0.89 4.87  -0.639
H36 6.13 -5.56 5.44  0.421
H37 6.25 -3.31 6.42  0.404
H38 4.50 -1.62 6.05  0.478
H39 2.49 -4.46 3.50  0.471
H40 4.13 -6.02 3.83  0.372
C49 -3.25 2.62 -0.47  -0.726
C50 -2.17 3.22 0.21  0.675
C51 -2.01 4.57 0.21  -0.152
C52 -2.93 5.45 -0.47  -0.172
C53 -4.04 4.81 -1.19  -0.712
C54 -4.17 3.43 -1.16  -0.735
N9 -2.65 6.85 -0.64  0.984
O17 -2.97 7.37 -1.66  -0.598
O18 -2.11 7.41 0.31  -0.578
H41 -3.45 1.56 -0.41  0.500
H42 -1.42 2.58 0.65  0.165
H43 -1.22 4.96 0.82  0.364
H44 -4.79 5.38 -1.72  0.439
H45 -5.03 3.03 -1.66  0.580
C55 -3.17 -0.12 -5.90  -0.165
C56 -3.38 -0.68 -7.17  -0.881
C57 -4.33 -0.11 -7.94  -0.103
C58 -5.11 1.02 -7.56  0.041
C59 -4.82 1.57 -6.29  -0.508
C60 -3.90 0.96 -5.45  -0.402
N10 -6.06 1.65 -8.46  0.839
O19 -6.65 0.99 -9.36  -0.558
O20 -6.11 2.86 -8.48  -0.514
H46 -2.38 -0.57 -5.33  0.424
H47 -2.85 -1.53 -7.58  0.411
H48 -4.67 -0.61 -8.83  0.394
H49 -5.34 2.44 -5.91  0.403
H50 -3.79 1.28 -4.43  0.624


(3)
Below is 2 unconnected molecules or ions with the total composition C4H10NS2 at a distorted geometry, with properties calculated with wB97M-V/def2-TZVPD.

Its charge is +1. As for the total energy: -27460.76985 eV. For the energy above the lowest of the compared OMol25 structures with the same formula, charge and spin, the calculation gives 63.6 kcal/mol. The spin multiplicity is 1. The HOMO energy comes out at -13.50 eV. Its gap between HOMO and LUMO is 10.12 eV.

Each line ends with the Mulliken charge.
Element x y z (Å)
C1 -3.94 0.26 0.33  -0.020
C2 -0.34 0.81 1.05  -1.248
C3 0.32 0.04 -1.42  -1.205
C4 0.03 -0.32 -0.01  0.221
N1 1.13 -1.13 0.65  -0.109
S1 -5.37 -0.13 0.08  0.004
S2 -1.43 -1.46 -0.36  -0.029
H1 -2.09 -0.87 0.53  0.060
H2 -0.13 0.38 2.06  0.473
H3 0.23 1.76 0.97  0.328
H4 -1.37 1.11 0.94  0.327
H5 0.16 -0.95 -2.02  0.383
H6 1.22 0.54 -1.55  0.421
H7 -0.54 0.75 -1.82  0.308
H8 1.99 -0.64 0.60  0.320
H9 0.79 -1.02 1.61  0.340
H10 1.02 -2.09 0.28  0.425


(4)
Below is 2 unconnected molecules or ions with the total composition C4H11N2OS at a distorted geometry, with properties calculated with wB97M-V/def2-TZVPD.

Its charge is +1. As for the total energy: -20178.81252 eV. For the energy above the lowest of the compared OMol25 structures with the same formula, charge and spin, the calculation gives 112.1 kcal/mol. The spin multiplicity is 1. The HOMO energy comes out at -12.41 eV. Its gap between HOMO and LUMO is 9.16 eV.

Each line ends with the Mulliken charge.
Element x y z (Å)
C1 3.29 0.36 -0.79  0.634
C2 -1.29 -0.31 -1.08  -1.068
C3 -1.14 1.52 0.47  -1.038
C4 0.42 -0.35 0.90  -0.497
N1 4.36 0.39 -0.24  -0.485
N2 -0.38 0.39 -0.24  0.176
O1 2.21 0.31 -1.20  -0.538
S1 1.14 -1.73 0.22  -0.189
H1 -2.20 -0.64 -0.61  0.333
H2 -1.55 0.35 -1.90  0.402
H3 -0.78 -1.06 -1.56  0.497
H4 -0.71 1.75 1.44  0.387
H5 -1.35 2.40 -0.14  0.357
H6 -2.02 1.07 0.84  0.445
H7 -0.01 -0.60 1.85  0.394
H8 0.39 -2.77 0.34  0.227
H9 5.31 0.84 -0.56  0.342
H10 0.33 0.80 -0.78  0.339
H11 1.84 -2.20 1.41  0.283


(5)
Below is 2 unconnected molecules or ions with the total composition C2H3FNO2 at a distorted geometry, with properties calculated with wB97M-V/def2-TZVPD.

Its charge is -1. As for the total energy: -10423.08978 eV. For the energy above the lowest of the compared OMol25 structures with the same formula, charge and spin, the calculation gives 92.4 kcal/mol. The spin multiplicity is 1. The HOMO energy (alpha / beta) comes out at -4.08 / -4.08 eV. Its gap between HOMO and LUMO (alpha / beta) is 7.50 / 7.50 eV.

Each line ends with the Mulliken charge.
Element x y z (Å)
C1 1.39 0.04 0.28  0.598
C2 -2.48 -0.36 0.83  -0.016
N1 0.88 0.86 -0.75  -0.517
O1 0.62 -0.88 0.61  -0.770
O2 2.51 0.35 0.75  -0.751
F1 -3.45 -1.17 0.42  -0.126
H1 1.64 1.50 -1.11  0.226
H2 -1.46 -0.64 0.54  0.149
H3 0.34 0.30 -1.57  0.207


(6)
Below is a single C15H17NO4 molecule at a distorted geometry, with properties calculated with wB97M-V/def2-TZVPD.

As for the total energy: -25509.75390 eV. For the energy above the lowest of the compared OMol25 structures with the same formula, charge and spin, the calculation gives 71.0 kcal/mol. The spin multiplicity is 1. Its structure (SMILES) is CCOc1ccc(C(=O)NCc2ccco2)cc1OC. The HOMO energy comes out at -8.15 eV. Its gap between HOMO and LUMO is 8.88 eV.

Each line ends with the Mulliken charge.
Element x y z (Å)
C1 5.00 0.38 1.36  -1.014
C2 5.02 -0.10 -0.09  -0.283
H1 5.96 -0.60 -0.31  0.383
H2 4.90 0.74 -0.77  0.226
O1 4.05 -1.10 -0.34  -0.496
C3 2.71 -0.86 -0.27  0.413
C4 1.93 -2.00 -0.09  -0.745
C5 0.55 -1.95 -0.05  -0.785
C6 -0.09 -0.73 -0.18  -0.130
C7 0.68 0.42 -0.34  -0.422
C8 2.06 0.39 -0.41  1.035
O2 2.82 1.51 -0.60  -0.382
C9 2.18 2.76 -0.64  -0.988
H3 2.98 3.49 -0.74  0.243
H4 1.51 2.85 -1.49  0.355
H5 1.63 2.96 0.28  0.401
H6 0.14 1.36 -0.42  0.589
C10 -1.57 -0.54 -0.12  0.424
O3 -2.07 0.51 0.25  -0.647
N1 -2.28 -1.62 -0.52  -0.139
H7 -1.77 -2.41 -0.88  0.242
C11 -3.73 -1.75 -0.58  -0.878
C12 -4.47 -0.54 -0.12  0.587
C13 -5.00 -0.21 1.10  -0.548
C14 -5.61 1.05 0.93  -0.353
C15 -5.42 1.38 -0.37  -0.525
O4 -4.74 0.42 -1.02  -0.353
H8 -5.71 2.24 -0.94  0.463
H9 -6.12 1.62 1.68  0.410
H10 -4.94 -0.79 2.00  0.478
H11 -4.02 -2.60 0.05  0.351
H12 -4.02 -1.96 -1.61  0.334
H13 0.01 -2.86 0.12  0.393
H14 2.46 -2.93 0.01  0.440
H15 4.07 0.89 1.58  0.252
H16 5.83 1.06 1.53  0.359
H17 5.09 -0.47 2.03  0.308


(7)
Below is a molecular structure, C17H21N3O4PRe at a distorted geometry, with properties calculated with wB97M-V/def2-TZVPD.

Its charge is +3. As for the total energy: -42018.35252 eV. For the energy above the lowest of the compared OMol25 structures with the same formula, charge and spin, the calculation gives 0.0 kcal/mol. The spin multiplicity is 4. The HOMO energy (alpha / beta) comes out at -17.20 / -17.20 eV. Its gap between HOMO and LUMO (alpha / beta) is 5.76 / 5.01 eV.

Each line ends with the Mulliken charge.
Element x y z (Å)
Re1 1.05 0.53 -0.05  1.490
C1 1.40 -2.82 -2.58  -1.607
C2 1.26 -1.48 -2.05  0.967
N1 0.75 -1.29 -0.86  0.436
N2 0.08 -2.30 -0.12  -1.094
C3 0.03 -1.85 1.12  0.278
O1 0.58 -0.53 1.35  -0.379
C4 -0.55 -2.49 2.22  0.778
C5 -1.13 -3.77 2.14  -0.243
C6 -1.90 -4.30 3.20  -0.619
C7 -2.05 -3.55 4.37  -0.282
C8 -1.33 -2.31 4.54  -0.917
C9 -0.62 -1.81 3.47  -0.219
C10 1.75 -0.27 -2.74  1.092
C11 2.26 -0.42 -4.05  -1.002
C12 2.93 0.63 -4.58  -0.369
C13 2.94 1.87 -3.87  -0.757
C14 2.24 1.99 -2.67  0.043
N3 1.71 0.88 -2.10  -0.200
H1 0.76 -2.88 -3.48  0.451
H2 1.17 -3.72 -2.01  0.391
H3 2.48 -2.97 -3.02  0.382
H4 -1.10 -4.45 1.25  0.357
H5 -2.26 -5.31 3.19  0.421
H6 -2.69 -4.03 5.17  0.350
H7 -1.34 -1.93 5.53  0.471
H8 -0.08 -0.89 3.66  0.468
H9 2.26 -1.35 -4.51  0.548
H10 3.41 0.59 -5.63  0.411
H11 3.35 2.68 -4.40  0.434
H12 1.99 2.90 -2.13  0.429
C15 -2.32 3.65 -1.60  -0.566
O2 -1.21 2.67 -1.38  -0.324
P1 -0.83 1.92 -0.16  0.609
O3 -2.06 1.76 0.71  -0.281
C16 -2.08 1.36 2.10  -0.744
O4 0.44 2.46 0.79  -0.441
C17 0.67 3.64 1.58  -0.693
H13 -2.00 4.65 -1.46  0.309
H14 -3.15 3.30 -0.97  0.342
H15 -2.50 3.47 -2.63  0.267
H16 -1.17 1.50 2.67  0.363
H17 -2.53 0.39 2.23  0.334
H18 -2.85 2.08 2.54  0.334
H19 1.48 3.40 2.24  0.339
H20 -0.25 3.97 2.06  0.323
H21 1.03 4.44 0.90  0.321


(8)
Below is a single CClF3 molecule at a distorted geometry, with properties calculated with wB97M-V/def2-TZVPD.

As for the total energy: -21711.87653 eV. For the energy above the lowest of the compared OMol25 structures with the same formula, charge and spin, the calculation gives 6.4 kcal/mol. The spin multiplicity is 1. Its structure (SMILES) is FC(F)(F)Cl. The HOMO energy comes out at -12.72 eV. Its gap between HOMO and LUMO is 13.44 eV.

Each line ends with the Mulliken charge.
Element x y z (Å)
C1 -0.04 -0.05 0.01  0.633
F1 -1.11 -0.73 -0.31  -0.156
F2 -0.45 1.14 0.73  -0.231
F3 0.63 -0.71 0.94  -0.177
Cl1 0.97 0.35 -1.36  -0.069